The following is a quantum chemistry calculation of the molecule C17H18ClN3O4, from the OMol25 dataset.

Output
SMILES ... COC(=O)C1CCN(c2cc(=O)n(-c3ccccc3Cl)c(=O)[nH]2)CC1
Orbital gap ... 8.86 eV
Energy ... -43105.635 eV

Cartesian coordinates (Å):
C  -0.913  -2.917  -0.802
O  -2.050  -2.077  -0.976
C  -2.547  -1.522  0.125
O  -2.090  -1.702  1.227
C  -3.775  -0.667  -0.154
C  -3.595  0.225  -1.390
C  -2.858  1.520  -0.992
N  -2.048  1.275  0.178
C  -0.702  1.083  0.115
C  0.095  1.607  -0.864
C  1.508  1.404  -0.892
O  2.272  1.848  -1.725
N  2.010  0.616  0.170
C  3.403  0.322  0.173
C  4.326  1.317  0.457
C  5.679  1.032  0.447
C  6.117  -0.249  0.160
C  5.205  -1.249  -0.130
C  3.852  -0.959  -0.131
Cl  2.717  -2.191  -0.529
C  1.251  0.066  1.171
O  1.703  -0.606  2.069
N  -0.100  0.347  1.106
C  -2.865  1.112  1.363
C  -4.071  0.195  1.074
H  -0.673  -3.310  -1.786
H  -0.072  -2.346  -0.407
H  -1.144  -3.727  -0.108
H  -4.598  -1.367  -0.330
H  -3.028  -0.318  -2.145
H  -4.569  0.475  -1.811
H  -3.579  2.305  -0.744
H  -2.247  1.871  -1.819
H  -0.291  2.233  -1.648
H  3.969  2.311  0.675
H  6.392  1.813  0.666
H  7.172  -0.476  0.157
H  5.536  -2.249  -0.363
H  -0.661  -0.206  1.745
H  -3.223  2.105  1.668
H  -2.277  0.711  2.185
H  -4.263  -0.441  1.937
H  -4.966  0.786  0.879



The following is a quantum chemistry calculation of a structure of composition C17H37BeCl4F4O16S at a distorted geometry, from the OMol25 dataset.

Output
Total charge ... -1
Orbital gap ... 1.97 eV
Energy ... -123174.074 eV

Cartesian coordinates (Å):
C  4.728  -1.001  -0.951
C  4.843  0.436  -1.374
C  3.760  0.814  -2.357
O  2.759  1.645  -1.784
O  2.206  0.733  -0.805
S  1.006  1.368  0.101
O  1.292  2.752  0.218
O  -0.300  1.266  -0.836
C  -0.554  -0.081  -1.264
H  3.816  -1.125  -0.416
H  5.520  -1.286  -0.300
H  4.697  -1.606  -1.833
H  5.795  0.572  -1.838
H  4.751  1.075  -0.525
H  3.266  -0.085  -2.652
H  4.143  1.344  -3.196
H  -1.093  -0.016  -2.173
H  -1.143  -0.628  -0.561
H  0.336  -0.638  -1.445
F  1.349  -1.215  0.717
C  1.061  5.392  -2.068
O  1.898  5.245  -0.957
H  1.232  6.378  -2.504
H  1.256  4.617  -2.862
H  0.001  5.296  -1.793
H  1.741  4.358  -0.600
Be  0.400  4.821  -4.550
C  1.422  8.357  1.687
Cl  0.576  6.842  1.444
Cl  0.831  9.150  3.154
Cl  3.151  8.052  1.846
Cl  1.142  9.420  0.302
O  1.049  1.413  -5.078
H  0.988  1.286  -4.123
H  1.878  1.884  -5.204
C  -5.733  -3.637  1.426
C  -4.722  -4.239  2.377
O  -3.567  -4.732  1.676
C  -2.664  -3.807  1.346
O  -2.733  -2.642  1.575
C  -1.474  -4.500  0.650
F  -1.914  -5.406  -0.251
F  -0.753  -5.181  1.585
F  -0.685  -3.642  0.048
H  -6.007  -4.359  0.656
H  -6.631  -3.343  1.968
H  -5.327  -2.758  0.929
H  -5.140  -5.106  2.883
H  -4.414  -3.522  3.136
C  7.614  -2.293  -2.439
O  7.710  -1.560  -1.464
O  6.662  -2.302  -3.261
O  8.468  -3.144  -2.789
C  -1.199  2.487  2.971
C  -2.184  1.699  2.140
O  -2.924  0.749  2.931
C  -3.865  1.238  3.713
O  -4.193  2.393  3.828
O  -4.430  0.216  4.375
C  -5.421  0.610  5.320
H  -0.531  1.812  3.507
H  -0.599  3.137  2.334
H  -1.707  3.104  3.710
H  -1.655  1.104  1.404
H  -2.873  2.350  1.604
H  -6.191  1.216  4.850
H  -4.967  1.161  6.141
H  -5.862  -0.307  5.700
C  2.472  -6.569  2.152
O  1.761  -6.511  0.925
H  3.505  -6.815  1.920
H  2.450  -5.603  2.665
H  2.066  -7.342  2.814
H  0.846  -6.291  1.130
C  -2.302  -0.463  -5.451
O  -1.880  -1.212  -4.316
H  -2.662  0.496  -5.091
H  -1.474  -0.290  -6.143
H  -3.115  -0.969  -5.981
H  -1.556  -2.063  -4.624



Question: Which of these has the lowest energy?
Answer: C17H37BeCl4F4O16S